{
  "formula": "C31H23IrN5O4S2",
  "method": "the ωB97M-V functional and the def2-TZVPD basis",
  "elements": ["Ir", "S", "S", "O", "O", "O", "O", "N", "N", "N", "N", "N", "C", "C", "C", "C", "C", "C", "C", "C", "C", "C", "C", "C", "C", "C", "C", "C", "C", "C", "C", "C", "C", "C", "C", "C", "C", "C", "C", "C", "C", "C", "C", "H", "H", "H", "H", "H", "H", "H", "H", "H", "H", "H", "H", "H", "H", "H", "H", "H", "H", "H", "H", "H", "H", "H"],
  "xyz": [[-0.82176, 1.30906, 0.24530], [-1.53246, -1.06064, 0.96500], [0.76274, -3.01034, -1.78530], [-0.11176, -3.56774, -2.76780], [2.07944, -2.63094, -2.19040], [-0.99926, 2.14966, -1.98180], [0.37904, 1.19446, 2.01420], [-4.86926, 2.04326, 1.51590], [-2.75766, 1.97766, 0.86100], [1.82804, 0.21466, -0.16680], [-0.03456, -1.70734, -1.07050], [1.01464, 1.11286, -0.58030], [1.31404, 1.79426, -1.72340], [1.18384, -5.31364, -0.04970], [2.75214, -1.48124, 1.14880], [1.13094, 0.16846, 2.14630], [0.26934, 2.39156, -2.46650], [4.20094, -3.12674, 0.15840], [4.14064, -3.88414, 1.32680], [-3.26296, 3.22956, 0.56860], [-2.09916, 2.58416, -2.76250], [0.00844, -5.24534, 2.06470], [-4.77436, 5.49476, 0.17750], [2.64044, 1.94036, -2.16090], [-0.09226, -3.37564, 0.59980], [2.70674, -2.22774, 2.34900], [2.91824, 2.67216, -3.29240], [1.92834, -1.73654, 3.43220], [-4.61466, 3.27946, 0.97020], [1.16664, -0.60684, 3.33090], [0.71444, -4.04834, -0.30650], [3.42784, -3.42954, 2.41610], [-0.44146, -3.95924, 1.80810], [0.81294, -5.91354, 1.15160], [-2.65516, 4.33436, -0.01860], [0.56734, 3.12336, -3.60020], [1.88864, 3.27726, -4.00070], [-3.74226, 1.31606, 1.42990], [-0.47716, -2.06324, 0.07890], [-5.38986, 4.41616, 0.77980], [-3.43186, 5.45616, -0.21270], [3.53504, -1.92414, 0.07530], [1.93544, -0.31144, 1.02250], [3.42534, 1.47136, -1.58710], [-1.06046, -3.42454, 2.51130], [0.56604, -0.26514, 4.16060], [-2.99586, 2.27596, -2.23010], [1.92554, -2.29284, 4.35690], [-2.99256, 6.33496, -0.66120], [-2.10216, 3.67176, -2.86320], [-0.21536, 3.57946, -4.18190], [3.57034, -1.33814, -0.82840], [-2.08216, 2.11576, -3.74940], [2.10794, 3.85346, -4.88500], [-6.42506, 4.45346, 1.08080], [-3.67246, 0.30256, 1.77940], [1.14534, -6.91824, 1.36850], [4.75284, -3.48544, -0.69490], [-5.33446, 6.40056, 0.01160], [-5.74236, 1.73846, 1.91270], [-0.27996, -5.73934, 2.98020], [3.40854, -4.00294, 3.32980], [-1.61326, 4.30166, -0.30060], [1.81004, -5.82974, -0.76040], [4.66724, -4.82434, 1.37990], [3.93844, 2.76616, -3.62920]],
  "charge": 1,
  "e_lumo_ev": [-4.84, -4.83],
  "mol_weight_g_mol": 785.91,
  "homo_lumo_gap_ev": [5.43, 5.44],
  "max_force_ev_per_a": 3.8
}